Arrangement a

ORCA calculation (wB97M-V/def2-TZVPD) on one molecule with the formula C2H5N2P.

Last column: natural (NBO) charge in e.
Cartesian coordinates (Å):
P -1.10817 -0.02762 -0.17292  1.04
N -0.13165 -1.17840 0.36683  -1.04
N 1.72664 0.31460 -0.84570  -0.37
C 1.32555 -0.87552 -0.05992  0.02
C 2.19655 0.26438 0.30573  0.05
H -2.39405 -0.28639 0.51850  0.02
H -1.38778 -0.09649 -1.63198  -0.06
H 1.80160 -1.78617 -0.36603  0.17
H 2.80804 0.82861 1.09891  0.22
H -0.62559 1.26728 -0.11760  -0.04

Summary:
Total charge ... 0
Orbital gap ... 9.19 eV
SMILES ... [PH3]=N[C@@H]1C=N1

=====

Arrangement b

ORCA calculation (wB97M-V/def2-TZVPD) on C2H5N2P as an isolated structure.

Last column: natural (NBO) charge in e.
Cartesian coordinates (Å):
P -1.92004 0.20792 -0.01578  1.16
N -0.51967 1.19012 -0.16545  -0.97
N -1.22336 -1.19608 0.13275  -0.89
C 0.15889 -1.09913 -0.12919  -0.27
C 0.67737 0.35826 0.10664  -0.23
H 1.47206 0.60984 -0.54181  0.20
H 0.68702 -1.89807 0.43752  0.22
H 1.05540 0.74200 1.17064  0.17
H -0.62177 2.17895 0.22885  0.41
H 0.23410 -1.09380 -1.22417  0.20

Summary:
Total charge ... 0
Orbital gap ... 9.48 eV

=====

If we sort the structures by their calculated energies, the order from most to least stable is arrangement b, arrangement a.

=====

Arrangement a

ORCA calculation (wB97M-V/def2-TZVPD) on an isolated ion of composition C5H10N3O and charge +1.

Last column: natural (NBO) charge in e.
Cartesian coordinates (Å):
O 1.06646 -1.54865 0.94269  -0.43
N 1.27134 0.46895 -0.30920  -0.23
N -0.88551 0.84569 -1.57211  -0.35
N -0.86097 -0.23072 0.48502  -0.53
C 1.01494 -0.60492 1.92314  -0.05
C 0.51828 -0.22953 0.52858  0.40
C -1.47058 0.31766 -0.61518  0.48
C 2.56791 0.18354 -0.73713  -0.47
C -2.92114 0.41719 -0.59217  -0.66
H -3.14133 0.51315 0.49402  0.24
H 3.10824 1.07749 -1.03675  0.25
H -3.34615 -0.59369 -0.77749  0.28
H 0.04249 0.58331 -2.03780  0.45
H 0.19862 -0.80970 2.64987  0.19
H 2.39021 -0.37607 -1.63669  0.24
H -3.31785 1.21249 -1.19855  0.28
H 3.09029 -0.55197 -0.11905  0.23
H -1.35838 -0.43909 1.31672  0.44
H 2.03316 -0.23514 2.29210  0.22

Summary:
Expectation value of S² ... 2.021
Multiplicity ... 3
Total charge ... +1
Orbital gap (spin up / spin down) ... 10.28 / 7.07 eV

=====

Arrangement b

ORCA calculation (wB97M-V/def2-TZVPD) on an isolated ion of composition C5H10N3O and charge +1.

Last column: natural (NBO) charge in e.
Cartesian coordinates (Å):
O -2.97621 0.28648 -0.34174  -0.72
N -0.32142 -0.32815 1.70886  -0.34
N 1.90161 0.74164 -0.70989  -0.56
N -0.65388 -0.17603 -0.63950  -0.57
C 2.92496 1.30380 -1.31694  -0.17
C -0.64668 -1.26408 2.45495  0.05
C -2.03414 -0.68433 -0.68532  0.09
C 0.04223 0.08044 0.50984  0.29
C 1.30058 0.66698 0.47677  0.15
H 1.22114 0.22488 -1.29736  0.39
H 3.57376 1.98885 -0.77822  0.20
H -0.36472 0.45672 -1.28708  0.38
H 3.24422 1.15923 -2.40363  0.23
H -3.50878 0.71814 -1.00730  0.51
H -0.59490 -2.31198 2.08645  0.20
H 2.02949 0.85123 1.36352  0.26
H -0.89046 -0.92736 3.45729  0.22
H -2.10384 -1.18286 -1.62969  0.20
H -2.14296 -1.60359 0.03900  0.19

Summary:
Expectation value of S² ... 2.008
Multiplicity ... 3
Total charge ... +1
Orbital gap (spin up / spin down) ... 6.58 / 8.06 eV

=====

If we sort the structures by their calculated energies, the order from most to least stable is arrangement b, arrangement a.

=====

Arrangement a

ORCA calculation (wB97M-V/def2-TZVPD) on one molecule with the formula C6H10N2O3.

Last column: natural (NBO) charge in e.
Cartesian coordinates (Å):
O -2.42844 -1.79844 1.53282  -0.35
O 0.78728 1.68736 -0.30152  -0.64
O -1.11321 -2.60867 0.13648  -0.41
N 0.20848 -0.50614 -0.28007  -0.64
N -1.54977 -1.70548 0.78259  0.55
C -0.85597 -0.37818 0.67605  0.23
C -1.97044 0.63716 0.26110  -0.64
C 0.90193 0.55267 -0.69569  0.63
C -0.13308 -0.18206 1.99848  -0.62
C 1.96883 0.15200 -1.61615  -0.30
C 2.58969 1.11110 -2.29653  -0.31
H -2.51857 0.31720 -0.59258  0.23
H 0.65290 0.62080 1.83593  0.25
H 0.47330 -1.48488 -0.53846  0.44
H 3.45786 0.84383 -2.97013  0.22
H -1.36637 1.52980 -0.01870  0.26
H 1.95483 -0.94530 -1.81690  0.20
H 2.11322 2.01036 -2.11680  0.23
H -0.93182 0.20340 2.60225  0.23
H 0.39712 -1.00500 2.25704  0.22
H -2.63777 0.94847 1.16079  0.24

Summary:
Total charge ... 0
Orbital gap ... 10.75 eV
SMILES ... C=CC(=O)NC(C)(C)[N+](=O)[O-]

=====

Arrangement b

ORCA calculation (wB97M-V/def2-TZVPD) on one molecule with the formula C6H10N2O3.

Last column: natural (NBO) charge in e.
Cartesian coordinates (Å):
O 3.09338 -0.94497 -1.26095  -0.42
O -2.57925 0.50304 -1.20666  -0.68
O -2.16946 -1.70648 -0.55736  -0.59
N 2.63195 0.16264 -0.90186  0.22
N 1.77192 -0.08369 0.07564  -0.23
C -1.96493 -0.45476 -0.52514  0.78
C -0.32792 1.25377 -0.33556  -0.45
C 1.07157 1.22972 0.35574  -0.28
C 0.91314 -1.36537 0.16980  -0.27
C -0.18709 -0.80883 1.15921  -0.42
C -1.25199 0.19791 0.50856  -0.33
H 1.14645 1.50031 1.38571  0.20
H 0.15341 -0.36075 2.14416  0.22
H -3.25165 0.32819 -1.82169  0.51
H -0.63789 2.38220 -0.48806  0.24
H 2.06051 1.78736 0.12954  0.25
H -0.82594 -1.58189 1.36957  0.23
H -0.12387 1.11739 -1.46336  0.24
H 1.71756 -2.03804 0.71792  0.25
H -1.70679 0.68884 1.38359  0.27
H 0.46689 -1.80659 -0.83878  0.25

Summary:
Total charge ... 0
Orbital gap ... 9.58 eV
SMILES ... O=NN1CCC(C(=O)O)CC1

=====

If we sort the structures by their calculated energies, the order from most to least stable is arrangement a, arrangement b.

=====

Arrangement a

ORCA calculation (wB97M-V/def2-TZVPD) on one molecule with the formula C6H10N2O3.

Last column: natural (NBO) charge in e.
Cartesian coordinates (Å):
O -1.82572 0.87440 -0.78121  -0.53
O -1.55196 -1.36719 -1.22140  -0.46
O -2.02272 -0.53183 1.08735  -0.51
N 0.84044 -1.14128 -1.12878  -0.28
N 1.92711 -0.50341 -0.77488  -0.24
C -3.35963 -0.90162 0.88506  -0.26
C 2.78435 -0.75605 0.08158  0.09
C 3.93706 0.22506 0.18137  -0.65
C -0.94894 1.95434 -0.29838  -0.27
C -0.33511 -0.97500 -0.79777  0.45
C -1.47396 -0.28145 -0.18710  0.66
H -0.86792 1.78947 0.75424  0.20
H -0.02125 1.85526 -0.86167  0.19
H 3.94500 0.74786 1.15575  0.22
H -3.86220 -0.82652 1.89164  0.20
H -3.35365 -1.81566 0.39416  0.19
H 2.65524 -1.46159 0.85474  0.16
H 3.94913 0.84991 -0.71422  0.23
H 4.79565 -0.37967 0.08260  0.21
H -3.72326 -0.09624 0.17919  0.18
H -1.48765 2.74121 -0.78227  0.21

Summary:
Total charge ... 0
Orbital gap ... 9.85 eV
SMILES ... C/C=N/N=C1/OC1(OC)OC

=====

Arrangement b

ORCA calculation (wB97M-V/def2-TZVPD) on a 3-piece molecular cluster, C6H10N2O3 overall.

Last column: natural (NBO) charge in e.
Cartesian coordinates (Å):
O 3.07997 1.64725 -0.29296  -0.54
O 1.59682 -1.29383 -0.32753  -0.68
O 4.01737 0.25285 -1.90052  -0.51
N -1.23665 0.50140 -0.95028  -0.36
N 0.03512 1.42577 0.80159  -0.62
C -0.38004 -2.51286 0.34331  -0.53
C 0.59904 -1.67039 0.53981  0.17
C -1.08522 1.56238 1.75410  -0.44
C 3.52076 0.96683 -1.14570  1.05
C -0.22438 0.85314 -0.40037  0.31
C -2.11063 0.33292 -1.84185  -0.26
H 0.52733 -1.02710 1.50228  0.17
H 1.56665 -2.04563 -1.01784  0.48
H -2.00902 1.57725 1.18302  0.21
H -1.14049 -2.57622 1.02575  0.22
H -0.93285 2.59170 2.17098  0.22
H -0.23465 -3.11281 -0.51545  0.19
H -1.21262 0.64949 2.30549  0.20
H 1.00591 1.37158 1.10522  0.41
H -2.68801 -0.61584 -1.92947  0.17
H -2.69440 1.12215 -2.40956  0.17

Summary:
Total charge ... 0
Orbital gap ... 7.88 eV

=====

If we sort the structures by their calculated energies, the order from most to least stable is arrangement b, arrangement a.

=====

Arrangement a

ORCA calculation (wB97M-V/def2-TZVPD) on an isolated ion of composition C7H12NO2 and charge +1.

Last column: natural (NBO) charge in e.
Cartesian coordinates (Å):
O -1.56840 0.24486 0.80891  -0.47
O -1.85010 2.29076 0.01535  -0.45
N 0.22901 1.27480 -0.32816  -0.40
C -1.17535 1.35470 0.20293  0.90
C 0.72612 0.13599 -0.47888  0.43
C -0.32213 -1.45798 1.94406  -0.68
C -0.89982 -0.87257 0.67540  0.50
C 1.92447 -0.26115 -1.08453  -0.80
C -1.60391 -1.75476 -0.24774  -0.72
C 0.75200 2.54294 -0.65456  -0.46
H 1.68655 2.36140 -1.23579  0.23
H -1.17935 -2.85918 -0.41249  0.26
H 2.76956 0.39652 -0.98212  0.27
H 0.11849 3.21585 -1.18486  0.27
H 0.13121 -0.57380 2.58463  0.24
H 2.29499 -1.38672 -0.86676  0.29
H -1.71138 -1.33550 -1.22052  0.24
H -1.11748 -1.89444 2.42894  0.25
H 0.51022 -2.20283 1.86315  0.26
H 1.84657 -0.42968 -2.22034  0.32
H -2.67473 -1.98338 0.12699  0.27
H 1.11346 3.19418 0.26639  0.26

Summary:
Total charge ... +1
Orbital gap ... 10.14 eV

=====

Arrangement b

ORCA calculation (wB97M-V/def2-TZVPD) on an isolated ion of composition C7H12NO2 and charge +1.

Last column: natural (NBO) charge in e.
Cartesian coordinates (Å):
O -1.79272 1.17875 0.29811  -0.38
O -0.20706 2.92015 0.34593  -0.46
N 0.34013 0.82417 -0.47697  -0.43
C -0.50651 -0.51831 -0.52914  -0.13
C -2.97833 -0.89115 0.08608  -0.74
C 0.14318 -1.67303 0.21609  -0.62
C 1.76804 0.96924 -0.69792  -0.22
C -0.37209 1.80090 0.05990  0.88
C 2.58269 0.82506 0.58271  -0.62
C -1.80347 -0.03127 -0.01855  0.70
H 1.90988 1.97287 -1.10652  0.24
H -2.88069 -1.77789 -0.53847  0.27
H 3.61555 1.08103 0.36734  0.24
H 2.55645 -0.18927 0.96970  0.21
H 0.23762 -1.46085 1.27679  0.24
H -3.10089 -1.22172 1.12365  0.31
H 1.12935 -1.86419 -0.19881  0.25
H 2.07449 0.23525 -1.44496  0.22
H -3.88838 -0.33752 -0.15271  0.30
H -0.59503 -0.77933 -1.59486  0.28
H 2.22233 1.50818 1.34961  0.23
H -0.45454 -2.57109 0.08302  0.25

Summary:
Total charge ... +1
Orbital gap ... 9.43 eV

=====

If we sort the structures by their calculated energies, the order from most to least stable is arrangement b, arrangement a.

=====

Arrangement a

ORCA calculation (wB97M-V/def2-TZVPD) on a 2-piece molecular cluster, C5H16N3 overall.

Last column: natural (NBO) charge in e.
Cartesian coordinates (Å):
N -0.23491 2.50540 -0.03765  -0.71
N 1.50052 0.93756 -0.10858  -0.49
N -2.27484 -0.43592 1.59140  -0.83
C -1.69421 -0.81118 0.31123  -0.21
C 2.69933 0.41341 -0.81617  -0.40
C 0.85800 1.97015 -0.56059  0.40
C -0.69903 -1.95766 0.48982  -0.40
C -0.09480 -2.39672 -0.83407  -0.60
H 1.08463 0.34550 0.59194  0.43
H -0.70121 3.21621 -0.58102  0.43
H 3.42354 0.12753 -0.06454  0.24
H -2.52483 -1.10883 -0.33377  0.21
H -0.80535 1.95795 0.58901  0.42
H -1.17069 -0.01378 -0.24956  0.11
H 1.28276 2.49552 -1.40593  0.22
H 0.08735 -1.63364 1.18658  0.17
H 2.40577 -0.45331 -1.40121  0.23
H 0.48324 -1.59137 -1.28874  0.17
H -1.21583 -2.78665 0.97337  0.24
H -1.57638 -0.36672 2.32385  0.35
H 3.05744 1.18941 -1.47971  0.22
H 0.56744 -3.25126 -0.70691  0.23
H -2.79778 0.42440 1.57402  0.36
H -0.85451 -2.67804 -1.56225  0.23

Summary:
Total charge ... +1
Orbital gap ... 9.10 eV

=====

Arrangement b

ORCA calculation (wB97M-V/def2-TZVPD) on a 2-piece molecular cluster, C5H16N3 overall.

Last column: natural (NBO) charge in e.
Cartesian coordinates (Å):
N 3.09631 0.43085 -0.36105  -0.76
N 1.46500 -1.80497 2.25489  -0.67
N -1.34383 1.35238 -0.93994  -0.62
C 2.02184 -1.42184 0.93616  -0.24
C 2.47013 -0.14282 0.75177  0.07
C -2.57845 -0.29967 -2.28136  -0.62
C -0.94728 1.81544 0.41705  -0.41
C -1.98621 0.04347 -0.90057  -0.22
H -3.41394 0.41174 -2.55453  0.21
H 1.21607 -0.91535 2.70217  0.45
H -0.10603 1.15032 0.74717  0.15
H -1.72137 1.76253 1.20448  0.18
H 2.91144 1.42963 -0.42734  0.41
H -2.97996 -1.34600 -2.28071  0.22
H 2.21322 0.61980 1.49791  0.20
H -0.48948 2.81159 0.41864  0.21
H -1.77802 -0.19896 -3.06793  0.22
H 2.18174 -2.30471 2.79159  0.45
H -2.07557 1.99527 -1.29508  0.36
H -2.80705 -0.01506 -0.13114  0.16
H 0.64574 -2.39580 2.04892  0.45
H 2.21910 -2.24806 0.26177  0.24
H -1.29148 -0.70014 -0.53316  0.16
H 3.07807 -0.02964 -1.25969  0.41

Summary:
Total charge ... +1
Orbital gap ... 8.18 eV

=====

If we sort the structures by their calculated energies, the order from most to least stable is arrangement a, arrangement b.

=====

Arrangement a

ORCA calculation (wB97M-V/def2-TZVPD) on one molecule with the formula C2H7O2P.

Last column: natural (NBO) charge in e.
Cartesian coordinates (Å):
P -0.18711 1.06807 -0.14269  1.02
O 0.93193 -0.06209 -0.94142  -0.79
O 2.14190 -1.88943 -0.63910  -0.57
C -1.30040 -0.34902 0.26807  -0.91
C 1.48655 -1.00585 -0.24337  0.65
H -0.90333 2.04427 0.50630  -0.15
H -0.80019 -0.55478 1.23404  0.24
H -1.06231 -1.19162 -0.46483  0.26
H -2.31528 -0.16696 0.37398  0.24
H 1.28642 -0.94115 0.88209  0.05
H -0.20094 1.62440 -1.42543  0.00
H 0.92278 1.42414 0.59237  -0.04

Summary:
Total charge ... 0
Orbital gap ... 10.66 eV
SMILES ... C[PH3]OC=O

=====

Arrangement b

ORCA calculation (wB97M-V/def2-TZVPD) on a 2-piece molecular cluster, C2H7O2P overall.

Last column: natural (NBO) charge in e.
Cartesian coordinates (Å):
P 0.68592 0.74273 1.05174  0.84
O -1.78046 -2.50738 0.12780  -0.49
O 2.18938 1.15698 0.48615  -0.98
C -1.03570 -2.96802 -0.70136  0.28
C -0.38175 1.84678 -0.04439  -0.96
H -1.17568 2.32687 0.49575  0.23
H 2.51253 0.54596 -0.19981  0.48
H 0.96058 1.60324 2.11728  -0.09
H -0.77683 1.00028 -0.59466  0.23
H -0.54122 -3.99263 -0.66526  0.10
H -0.78766 -2.44484 -1.64681  0.10
H 0.13088 2.69002 -0.42642  0.24

Summary:
Total charge ... 0
Orbital gap ... 9.56 eV
SMILES ... C=O.CPO

=====

If we sort the structures by their calculated energies, the order from most to least stable is arrangement b, arrangement a.

=====

Arrangement a

ORCA calculation (wB97M-V/def2-TZVPD) on C6H7NO2 as an isolated structure.

Last column: natural (NBO) charge in e.
Cartesian coordinates (Å):
O 0.16779 1.91122 0.29467  -0.65
O -2.05375 -0.87847 1.35150  -0.53
N 0.18656 -3.04116 -0.23178  -0.33
C -1.20245 0.30571 -1.71913  -0.66
C 0.37479 0.55673 0.39233  0.40
C 1.65675 0.17477 1.06916  -0.68
C -1.04301 -0.82955 0.67665  0.42
C -0.16825 -1.98815 0.12853  0.13
C -0.51500 -0.15530 -0.48284  -0.06
H -1.71616 1.25252 -1.52893  0.25
H -1.96624 -0.41725 -2.01314  0.24
H 2.50121 0.55562 0.48108  0.24
H 1.76508 -0.89860 1.20365  0.27
H 0.79918 2.39341 0.84799  0.49
H -0.49135 0.43928 -2.53661  0.24
H 1.70484 0.61922 2.06687  0.23

Summary:
Total charge ... 0
Orbital gap ... 7.53 eV

=====

Arrangement b

ORCA calculation (wB97M-V/def2-TZVPD) on one molecule with the formula C6H7NO2.

Last column: natural (NBO) charge in e.
Cartesian coordinates (Å):
O 1.20613 -1.02757 -0.58063  -0.40
O -1.38053 -1.44260 0.88660  -0.58
N -0.64897 0.37778 -0.41756  -0.63
C 0.70379 0.17066 -0.15115  0.41
C -1.68111 -0.37607 0.22662  0.67
C 2.57485 -1.05480 -0.29519  0.07
C -3.01762 0.09918 -0.17020  -0.71
C 2.92695 0.10398 0.38802  -0.32
C 1.68750 0.87680 0.48236  -0.32
H 4.06548 0.52007 0.63510  0.25
H 3.32588 -1.96761 -0.36078  0.23
H -3.69578 -0.48940 0.20585  0.24
H 1.52708 1.98609 0.98058  0.23
H -3.26314 0.98114 0.25704  0.23
H -0.93127 1.20143 -0.74361  0.39
H -3.39924 0.04091 -1.34305  0.24

Summary:
Total charge ... 0
Orbital gap ... 9.35 eV
SMILES ... CC(=O)Nc1ccco1

=====

If we sort the structures by their calculated energies, the order from most to least stable is arrangement b, arrangement a.